Entry 1:
ORCA calculation (ωB97M-V/def2-TZVPD) on a structure of composition C36H30F2ILaN8O11S2 at a distorted geometry.

Geometry as ORCA input:
```
! RIJCOSX wB97M-V def2-TZVPD def2/J DEFGRID3
* xyz -2 1
La -0.00010 0.01718 0.56225
N 1.31906 -3.87066 -2.06507
C 0.54715 -3.07061 -1.26059
S 1.06634 -2.86038 0.34872
N -0.54012 -2.62597 -1.89203
N -1.18927 -1.59784 -1.29593
C -2.44727 -1.47670 -1.56773
C -3.23635 -2.48063 -2.32715
C -2.91702 -2.84004 -3.63339
C -3.68932 -3.76551 -4.31260
C -4.78028 -4.36021 -3.69362
C -5.09683 -4.01769 -2.38807
C -4.33160 -3.08007 -1.71282
C -3.19784 -0.30404 -1.03970
C -4.41784 0.07274 -1.61519
C -5.09263 1.16921 -1.10959
C -4.55267 1.86161 -0.03509
C -3.33233 1.43520 0.46621
N -2.67392 0.39945 -0.02952
H 1.98208 -4.47037 -1.61170
H 0.90142 -4.16730 -2.93110
H -2.05526 -2.39155 -4.10475
H -3.43044 -4.03161 -5.32987
H -5.37482 -5.09260 -4.22444
H -5.93778 -4.48294 -1.88836
H -4.57102 -2.81670 -0.69088
H -4.81607 -0.48421 -2.45042
H -6.03208 1.47853 -1.55315
H -5.05014 2.71952 0.39972
H -2.83853 1.94148 1.28879
O 3.80668 1.24342 2.13064
C 3.16492 0.53745 1.35616
O 2.03039 0.01381 1.61283
C 3.78534 0.23532 -0.00898
C 5.15349 0.19961 -0.02307
C 5.86461 -0.01742 -1.21210
C 5.20696 -0.13303 -2.41448
C 3.82588 -0.07728 -2.43013
C 3.01374 0.03197 -1.23255
O 1.76173 -0.03244 -1.24493
N 3.23750 -0.17719 -3.75962
O 2.02754 -0.13728 -3.90034
O 3.99963 -0.27091 -4.71980
N 7.30488 -0.08928 -1.19349
O 7.90258 -0.21618 -2.25897
O 7.87827 -0.01724 -0.11448
H 5.68087 0.36916 0.90423
H 5.75154 -0.26132 -3.33594
F -2.08552 -2.01421 1.78930
C -1.26020 -1.08578 2.48782
F -2.22994 -0.11842 2.97629
H -1.00427 -1.62133 3.41976
C -6.20082 5.07291 3.38369
C -4.95239 4.50330 3.99268
C -4.26847 5.17978 4.99162
C -3.10321 4.65902 5.53773
C -2.61874 3.45048 5.07969
C -3.28383 2.75417 4.07234
C -4.44648 3.28395 3.54454
S -1.14456 2.74243 5.78535
O -0.60170 3.75111 6.65917
O -1.49843 1.44313 6.28064
N -0.10858 2.52887 4.55777
C 0.38355 3.71634 3.88044
C 1.30192 3.33037 2.75008
C 0.57285 2.61759 1.64282
O 1.08693 2.52765 0.51526
O -0.55516 2.07857 1.91303
H -6.59072 5.89936 3.97716
H -6.98042 4.31519 3.30251
H -6.00765 5.44789 2.37642
H -4.64933 6.12806 5.35079
H -2.56529 5.18455 6.31176
H -2.90594 1.81159 3.70420
H -4.97099 2.73232 2.77111
H -0.41554 1.79931 3.91006
H 0.92262 4.32192 4.61252
H -0.46408 4.31068 3.50251
H 2.12710 2.68124 3.06662
H 1.76885 4.22780 2.33455
I -0.76372 1.03377 -5.93924
C -0.90781 1.90110 -4.05478
C -1.35186 3.20363 -3.90894
C -1.45138 3.72210 -2.62890
C -1.12150 2.91151 -1.55728
N -0.70540 1.65968 -1.70485
C -0.57420 1.16273 -2.92701
H -1.61040 3.79602 -4.77646
H -1.78170 4.73770 -2.46042
H -1.18242 3.26589 -0.53604
H -0.18263 0.15798 -2.99980
*
```

Its max |F| is 1.5 eV/Å. The value obtained for the LUMO energy is 3.32 eV. The calculation puts the energy at -108330.67890 eV.

These are the Mulliken partial charges, in e, on atoms 1 to 2: La 1.78; N -0.42

***

Entry 2:
ORCA calculation (ωB97M-V/def2-TZVPD) on a structure of composition C23H70N4O12 at a distorted geometry.

Geometry as ORCA input:
```
! RIJCOSX wB97M-V def2-TZVPD def2/J DEFGRID3
* xyz 0 1
O 2.79867 -1.99151 2.72287
H 3.34191 -1.33912 3.16502
H 2.81538 -1.73301 1.80139
O 2.78134 -3.43767 0.77420
H 2.59934 -2.52542 0.54859
H 2.74358 -3.46055 1.73038
O 2.90127 -0.92327 0.89838
H 3.73383 -0.89851 0.42671
H 2.29119 -0.44911 0.33340
C -0.62376 -4.15926 1.01420
O -0.94363 -5.09449 0.30685
N 0.51280 -3.56456 1.13415
N -1.47866 -3.62424 1.83752
H 0.58718 -2.83540 1.82906
H 1.29179 -3.80619 0.53842
H -1.05754 -3.00440 2.51469
H -2.28707 -4.19757 2.03211
C 2.92910 2.23700 -0.42646
O 3.86785 2.94847 -0.70847
N 2.81469 1.70493 0.74240
N 1.87527 2.05345 -1.19494
H 3.43374 2.12403 1.42156
H 2.10528 1.08828 1.11197
H 1.85664 2.68059 -1.98642
H 1.33888 1.21549 -1.02113
C -0.89641 3.25592 -1.17354
C -0.49312 3.30964 0.29195
C 0.66517 4.24375 0.81943
O -1.63145 3.87884 0.90525
H -0.02816 3.17381 -1.82738
H -1.34398 4.22533 -1.39272
H -1.59422 2.42032 -1.22754
H -0.26606 2.30851 0.65840
H 0.76336 4.23588 1.90497
H 0.38597 5.22131 0.42636
H 1.56484 4.00339 0.25294
H -2.05662 3.24258 1.48492
C -1.91285 0.96334 1.83967
C -3.22649 1.73074 2.10934
C -3.37543 1.95658 3.57554
O -3.13728 3.06644 1.65244
H -1.93507 -0.07881 2.15831
H -1.03124 1.36648 2.33802
H -1.81046 0.92043 0.75534
H -4.07448 1.28184 1.59214
H -3.57277 0.95968 3.96966
H -4.27163 2.52887 3.81513
H -2.63007 2.42557 4.21788
H -3.97363 3.53526 1.70079
C -1.68007 -2.11008 -4.64009
C -0.88415 -1.31098 -3.72466
C 0.04454 -0.33981 -4.36146
O -1.65942 -0.63744 -2.79938
H -1.08382 -2.51710 -5.45674
H -2.11406 -1.42297 -5.36649
H -2.38559 -2.80820 -4.18957
H -0.23582 -1.98564 -3.16557
H -0.39594 0.44806 -4.97249
H 0.88801 -0.77721 -4.89562
H 0.32676 0.36338 -3.57790
H -2.20240 -1.29803 -2.36305
C -0.84199 0.39555 -0.77296
C 0.35522 0.05413 0.19177
C 0.15869 -1.20292 1.09972
O 1.52170 -0.10437 -0.55954
H -1.30344 -0.49262 -1.20460
H -0.46470 1.07817 -1.53438
H -1.49823 0.99678 -0.14369
H 0.50857 0.94486 0.80100
H 1.13864 -1.44089 1.51344
H -0.01999 -2.07025 0.46419
H -0.66670 -1.10786 1.80525
H 1.18989 -0.58887 -1.31900
C 3.95293 -1.95734 -2.96525
C 2.72478 -1.22080 -2.52289
C 2.64472 0.29621 -2.99894
O 1.60348 -1.90122 -2.95845
H 3.99376 -2.97102 -2.56663
H 4.77464 -1.36047 -2.56947
H 4.10613 -2.11973 -4.03214
H 2.88504 -1.28238 -1.44650
H 2.17462 0.32554 -3.98191
H 3.60758 0.77796 -3.16904
H 2.01829 0.81556 -2.27370
H 1.40674 -1.77685 -3.88980
C 1.74385 1.88421 2.59466
C 0.75723 1.75444 3.80298
C 0.88199 0.34995 4.45943
O 1.15766 2.69790 4.83479
H 1.70833 2.92621 2.27674
H 1.42291 1.22558 1.78762
H 2.67476 1.44716 2.95592
H -0.28018 1.98508 3.56070
H 1.87930 -0.05937 4.62046
H 0.41102 -0.50155 3.96827
H 0.35703 0.31835 5.41416
H 1.86007 2.18958 5.24691
C -2.55438 -2.55449 -0.64004
C -3.74862 -1.79950 -1.38739
C -4.16137 -0.49713 -0.73813
O -3.24496 -1.66115 -2.70717
H -1.62275 -2.00384 -0.50983
H -2.10414 -3.40487 -1.15214
H -2.79729 -2.89739 0.36570
H -4.58143 -2.49519 -1.49004
H -4.44301 -0.58502 0.31118
H -4.99578 0.00429 -1.22850
H -3.33409 0.20257 -0.85709
H -3.92161 -1.40060 -3.33636
*
```

Its max |F| is 11.0 eV/Å. The value obtained for the LUMO energy is 0.13 eV. The calculation puts the energy at -55492.45820 eV.

These are the Mulliken partial charges, in e, on atoms 1 to 2: O -0.79; H 0.34

***

Entry 3:
ORCA calculation (ωB97M-V/def2-TZVPD) on the ion CH2O4P with charge -1 at a distorted geometry.

Geometry as ORCA input:
```
! RIJCOSX wB97M-V def2-TZVPD def2/J DEFGRID3
* xyz -1 1
O -2.74828 0.72260 0.25327
C -1.58959 0.27639 0.35908
O -0.44475 0.77301 0.07930
P 1.64173 0.34504 -0.08350
O 2.49290 1.47076 0.15265
O 1.91450 -0.88872 0.67090
H -1.35954 -0.80823 0.69987
H 1.20868 0.43017 -1.35340
*
```

Its max |F| is 3.2 eV/Å. The value obtained for the LUMO energy is 4.24 eV. The calculation puts the energy at -18551.07104 eV.

These are the natural (NBO) partial charges, in e, on atoms 1 to 2: O -0.70; C 0.67

***

Entry 4:
ORCA calculation (ωB97M-V/def2-TZVPD) on an isolated molecule of C4H10N2O at a distorted geometry.

Geometry as ORCA input:
```
! RIJCOSX wB97M-V def2-TZVPD def2/J DEFGRID3
* xyz 0 1
C -0.62712 1.12870 1.07701
N -0.41683 -0.01457 0.19419
C -1.56161 -0.50506 -0.44268
O -2.68637 -0.26341 -0.08681
C 0.70780 -0.85493 0.42936
C 2.01339 -0.13124 0.05240
N 2.01606 0.37155 -1.31296
H -1.48952 1.70243 0.73449
H -0.78727 0.88410 2.14462
H 0.27550 1.71836 0.90891
H -1.41070 -1.29997 -1.19906
H 0.72050 -1.80978 -0.10858
H 0.86700 -1.21030 1.47213
H 2.90543 -0.76610 0.19941
H 2.26643 0.56604 0.89201
H 1.32158 1.10880 -1.40294
H 2.90714 0.83088 -1.45720
*
```

Its max |F| is 2.5 eV/Å. The value obtained for the LUMO energy is 0.87 eV. The calculation puts the energy at -9337.30035 eV.

These are the natural (NBO) partial charges, in e, on atoms 1 to 2: C -0.42; N -0.47

***

Entry 5:
ORCA calculation (ωB97M-V/def2-TZVPD) on a structure of composition C45H39IN4O3STeTi.

Geometry as ORCA input:
```
! RIJCOSX wB97M-V def2-TZVPD def2/J DEFGRID3
* xyz 0 3
Ti 0.40222 0.21482 -1.09869
O 0.87567 2.12211 -1.55102
N 0.33114 2.85213 -2.53419
C 0.83044 4.10078 -2.68526
C 0.35886 4.93312 -3.65530
C -0.66010 4.46322 -4.49628
C -1.15626 3.20135 -4.31991
C -0.67023 2.35017 -3.30305
S -1.27442 0.78472 -3.02674
H 1.61052 4.34095 -1.97935
H 0.77330 5.92455 -3.75580
H -1.05415 5.09429 -5.28146
H -1.94315 2.81053 -4.94797
C 6.47537 -2.72842 0.21380
C 5.18687 -1.95772 0.32878
C 4.96134 -1.06285 1.35222
C 3.76477 -0.33558 1.49254
C 3.56332 0.55680 2.65303
O 2.62235 1.32637 2.76279
C 4.51109 0.46097 3.82181
C 5.04200 1.63696 4.34018
C 5.86161 1.60095 5.45738
C 6.12953 0.39186 6.08486
C 5.57952 -0.78118 5.58827
C 4.78075 -0.74863 4.45446
C 2.76318 -0.47740 0.49855
O 1.64933 0.20169 0.49325
C 2.98545 -1.43366 -0.53375
C 4.15609 -2.15142 -0.59929
C 1.84197 -1.60086 -1.47692
N 1.59949 -0.73622 -2.48637
C 2.69209 0.05477 -3.02964
C 3.59471 -0.73400 -3.97341
Te 2.61324 -1.93275 -5.45908
C 2.77590 -3.75270 -4.39877
C 4.01703 -4.22714 -3.98427
C 4.11207 -5.40970 -3.26416
C 2.96936 -6.14328 -2.97459
C 1.73476 -5.69453 -3.41803
C 1.63821 -4.50347 -4.12522
C 0.83140 -2.61575 -1.20762
C -0.29186 -2.75183 -2.05253
C -1.26526 -3.69794 -1.78468
C -1.14962 -4.54140 -0.68504
C -0.03943 -4.42927 0.14654
C 0.93669 -3.48283 -0.10347
H 7.20554 -2.38218 0.94504
H 6.91873 -2.61770 -0.77791
H 6.31718 -3.79651 0.38150
H 5.74787 -0.90419 2.07835
H 4.80147 2.57780 3.86201
H 6.28419 2.51867 5.84574
H 6.76020 0.36502 6.96412
H 5.77295 -1.72372 6.08420
H 4.35566 -1.66523 4.06416
H 4.27442 -2.88740 -1.38796
H 3.33251 0.47003 -2.23826
H 2.25029 0.89880 -3.56167
H 4.22510 -1.43170 -3.42126
H 4.25820 -0.05315 -4.50606
H 4.91791 -3.67682 -4.23052
H 5.08265 -5.76283 -2.93748
H 3.04342 -7.06353 -2.40951
H 0.83713 -6.25744 -3.19541
H 0.66740 -4.14660 -4.44366
H -0.36039 -2.11916 -2.92921
H -2.11542 -3.78920 -2.45056
H -1.91003 -5.28513 -0.48403
H 0.06526 -5.09028 0.99805
H 1.79375 -3.40255 0.55303
N -0.10828 -0.09964 2.92200
C -1.23541 0.44734 3.46776
C -1.28468 1.81033 3.79523
C -2.44980 2.37111 4.28872
C -3.59926 1.60766 4.45425
C -3.55325 0.25583 4.13591
C -2.39273 -0.32230 3.65207
H 0.74060 0.43986 2.82440
H -0.00146 -1.09758 2.90941
H -0.39142 2.41256 3.67188
H -2.45920 3.42278 4.54766
H -4.50577 2.05259 4.84214
H -4.43481 -0.36034 4.26871
H -2.36961 -1.37836 3.40507
I -3.04339 4.07426 1.00006
C -2.87126 2.02902 0.68596
C -3.98306 1.20549 0.63103
C -3.80310 -0.13686 0.32898
C -2.53177 -0.60122 0.05185
N -1.46277 0.19246 0.13200
C -1.62351 1.47142 0.47429
H -4.97148 1.60494 0.81282
H -4.64698 -0.81049 0.28113
H -2.34726 -1.62413 -0.25391
H -0.72271 2.07204 0.55855
*
```

Its max |F| is 0.6 eV/Å. Its expectation value of S² is 2.023. The value obtained for the LUMO energy (alpha / beta) is 0.12 / -0.29 eV. The calculation puts the energy at -108746.41742 eV.

These are the Mulliken partial charges, in e, on atoms 1 to 2: Ti 0.09; O -0.25

***

For each record above, in turn, the calculated ΔE to the lowest compared entry with this formula, charge and spin values are 0.00 579.96 21.88 38.91 16.59 kcal per mole.